# 1
DFT (ωB97M-V/def2-TZVPD) results for an isolated molecule of C12H14N2S in a non-equilibrium geometry.

Values from the calculation:
Kohn-Sham gap = 9.1 eV
ΔE to the lowest compared entry with this formula, charge and spin = 109.9 kcal per mole
E_tot = -26481.7135 eV
charge = 0
SMILES string = NCCc1csc(Cc2ccccc2)n1

Cartesian coordinates (Å):
N -2.56 2.26 0.31
C -3.17 1.44 -0.73
C -3.63 -0.09 -0.16
C -2.40 -0.93 -0.06
C -2.38 -2.28 -0.60
S -0.58 -2.55 -0.56
C -0.28 -1.20 0.48
C 1.04 -1.02 1.19
C 2.04 -0.41 0.36
C 3.11 -1.27 0.29
C 4.27 -0.71 -0.40
C 4.33 0.63 -0.75
C 3.18 1.50 -0.48
C 1.99 0.88 -0.16
N -1.29 -0.36 0.49
H -1.92 1.80 0.95
H -3.60 2.41 0.82
H -4.10 2.13 -0.79
H -2.57 1.38 -1.68
H -4.14 0.11 0.90
H -4.62 -0.35 -0.65
H -3.22 -3.01 -0.93
H 1.26 -1.94 1.70
H 0.96 -0.32 1.88
H 3.33 -2.29 0.85
H 5.34 -1.14 -0.52
H 5.36 1.05 -1.00
H 3.02 2.61 -0.74
H 1.24 1.68 -0.01

# 2
DFT (ωB97M-V/def2-TZVPD) results for a structure of composition C13H30ClFeI2OP2 in a non-equilibrium geometry.

Values from the calculation:
Kohn-Sham gap (spin up / spin down) = 6.8 / 5.4 eV
multiplicity = 6
ΔE to the lowest compared entry with this formula, charge and spin = 2.0 kcal per mole
E_tot = -97684.1898 eV
charge = +2

Cartesian coordinates (Å):
I 0.82 3.06 -2.29
I 3.50 0.38 -1.29
Fe -0.44 -1.60 -0.53
P 0.93 -0.30 -3.37
C 2.09 0.97 -4.18
C 1.63 -1.80 -4.16
H -1.32 -0.53 -4.45
H -0.02 -0.06 -5.61
H -0.68 1.16 -4.52
C -0.41 0.10 -4.60
H 1.00 -2.68 -3.93
H 1.66 -1.67 -5.25
H 2.25 0.72 -5.23
H 3.07 1.10 -3.69
H 2.64 -1.97 -3.75
H 1.62 1.98 -4.13
C 2.50 2.60 -0.68
O 3.12 3.17 0.14
Cl -1.45 -2.35 -2.37
C -2.96 0.13 0.09
C -2.06 0.55 1.25
C -2.74 0.25 2.59
P -0.30 0.00 1.01
C 0.54 1.35 1.90
C -0.05 1.93 3.17
C 2.05 0.99 2.20
C -0.05 -1.61 1.89
C 0.05 -1.52 3.42
C -1.05 -2.68 1.42
H -3.01 -0.97 0.01
H -2.60 0.53 -0.83
H -4.00 0.50 0.24
H -1.96 1.66 1.19
H -2.88 -0.87 2.77
H -2.20 0.63 3.45
H -3.74 0.70 2.58
H 0.49 2.18 1.18
H -0.15 1.22 4.01
H 0.60 2.76 3.55
H -1.06 2.42 3.00
H 2.57 0.62 1.29
H 2.48 1.95 2.50
H 2.17 0.28 2.99
H 0.94 -1.90 1.48
H -0.82 -1.03 3.87
H 0.19 -2.54 3.83
H 0.94 -0.95 3.73
H -1.17 -2.85 0.32
H -0.71 -3.60 1.90
H -2.00 -2.41 1.87

# 3
DFT (ωB97M-V/def2-TZVPD) results for a cluster of 2 separate species, CH3Cl2PS in total in a non-equilibrium geometry.

Values from the calculation:
Kohn-Sham gap (spin up / spin down) = 7.9 / 6.4 eV
ΔE to the lowest compared entry with this formula, charge and spin = 82.8 kcal per mole
E_tot = -46252.7344 eV
charge = 0

Cartesian coordinates (Å):
C -1.89 -0.05 -0.07
P 3.17 0.03 0.79
S -0.14 -0.44 0.48
Cl 2.56 1.63 -0.30
Cl 2.59 -1.32 -0.45
H -1.83 -0.47 -1.12
H -2.44 -0.36 0.72
H -2.03 0.98 -0.05

# 4
DFT (ωB97M-V/def2-TZVPD) results for a structure of composition C4H7F2N in a non-equilibrium geometry.

Values from the calculation:
Kohn-Sham gap = 10.4 eV
ΔE to the lowest compared entry with this formula, charge and spin = 37.0 kcal per mole
E_tot = -11184.2943 eV
charge = 0

Cartesian coordinates (Å):
C 0.00 -0.08 0.49
C 0.54 -0.23 1.95
C 0.71 1.11 -0.20
C -1.25 -0.83 -1.67
N -0.64 -1.05 0.05
F -0.23 -0.93 -2.51
F -1.95 0.24 -1.97
H -0.27 -0.72 2.52
H 0.78 0.85 2.25
H 1.56 -0.59 1.89
H 0.70 0.89 -1.24
H 1.66 1.05 0.18
H 0.27 2.07 0.16
H -1.88 -1.78 -1.89